# 1
Density functional theory data (ωB97M-V/def2-TZVPD) for C31H32CoN2O3Sb2 as an isolated structure.

Last column: Löwdin charge in e.
Cartesian coordinates (Å):
Co (0.176, 1.583, 1.154)  0.5071
N (-0.324, 1.534, 3.196)  0.0047
C (0.993, 1.427, 3.871)  -0.1338
C (1.960, 2.390, 3.171)  -0.5477
O (2.676, 3.123, 3.837)  0.0417
N (1.820, 2.336, 1.834)  -0.0650
C (2.185, 3.518, 1.054)  -0.1184
C (0.917, 4.171, 0.504)  -0.6370
O (0.926, 5.300, 0.057)  0.0419
O (-0.148, 3.390, 0.486)  -0.1946
H (-0.716, 2.458, 3.358)  0.1182
H (-0.993, 0.861, 3.558)  0.0650
H (1.344, 0.398, 3.763)  0.1138
H (0.947, 1.673, 4.929)  0.1186
H (2.798, 3.231, 0.194)  0.1087
H (2.753, 4.240, 1.638)  0.1224
C (0.243, -1.294, 1.093)  -0.3958
C (1.366, -1.678, 0.107)  -0.3577
C (2.153, -0.485, -0.452)  -0.3622
Sb (0.862, 0.919, -1.479)  1.5077
C (2.313, 2.156, -2.376)  -0.3840
C (1.966, 3.487, -2.604)  -0.1350
C (2.896, 4.363, -3.149)  -0.0673
C (4.169, 3.915, -3.467)  -0.0807
C (4.522, 2.592, -3.233)  -0.0844
C (3.599, 1.715, -2.683)  -0.1275
C (0.421, -0.439, -3.063)  -0.3846
C (-0.891, -0.621, -3.496)  -0.1644
C (-1.181, -1.522, -4.514)  -0.0858
C (-0.159, -2.243, -5.111)  -0.0867
C (1.154, -2.058, -4.697)  -0.0817
C (1.442, -1.161, -3.678)  -0.1239
Sb (-1.728, -0.976, 0.200)  1.4529
C (-2.657, -0.401, 2.035)  -0.4290
C (-3.298, 0.836, 2.106)  -0.1585
C (-3.854, 1.278, 3.303)  -0.0867
C (-3.773, 0.482, 4.437)  -0.0860
C (-3.149, -0.759, 4.373)  -0.0848
C (-2.598, -1.200, 3.176)  -0.1314
C (-2.325, -3.023, 0.291)  -0.4020
C (-1.428, -4.069, 0.489)  -0.1257
C (-1.874, -5.386, 0.505)  -0.0838
C (-3.220, -5.666, 0.324)  -0.0888
C (-4.121, -4.629, 0.121)  -0.0867
C (-3.675, -3.315, 0.097)  -0.1407
H (0.549, -0.399, 1.665)  0.0068
H (0.091, -2.049, 1.866)  0.0550
H (0.957, -2.266, -0.721)  0.0869
H (2.066, -2.340, 0.624)  0.1087
H (2.925, -0.832, -1.139)  0.0430
H (2.643, 0.066, 0.355)  0.0532
H (0.990, 3.862, -2.321)  0.0970
H (2.627, 5.400, -3.301)  0.1109
H (4.895, 4.601, -3.884)  0.1033
H (5.521, 2.246, -3.467)  0.1025
H (3.897, 0.693, -2.484)  0.0815
H (-1.698, -0.059, -3.041)  0.0721
H (-2.205, -1.656, -4.840)  0.1036
H (-0.383, -2.946, -5.904)  0.1030
H (1.956, -2.611, -5.170)  0.1040
H (2.474, -1.023, -3.377)  0.0848
H (-3.356, 1.474, 1.230)  0.0961
H (-4.345, 2.241, 3.347)  0.1081
H (-4.204, 0.823, 5.370)  0.1052
H (-3.096, -1.385, 5.255)  0.1056
H (-2.126, -2.176, 3.135)  0.0996
H (-0.371, -3.873, 0.632)  0.0832
H (-1.168, -6.192, 0.659)  0.1038
H (-3.567, -6.691, 0.338)  0.1029
H (-5.172, -4.845, -0.021)  0.1037
H (-4.393, -2.518, -0.064)  0.0953

Summary:
Calculated total energy ... -92489.93484 eV
Net charge ... 0
Multiplicity ... 4
Orbital gap (alpha / beta) ... 8.07 / 7.95 eV
HOMO energy (alpha / beta) ... -8.044 / -8.283 eV

=====

# 2
Density functional theory data (ωB97M-V/def2-TZVPD) for C31H32DyN2O5 as an isolated structure in a non-equilibrium geometry.

Last column: Löwdin charge in e.
Cartesian coordinates (Å):
Dy (-0.237, -2.473, 0.527)  1.6426
C (-1.185, -4.570, -2.240)  -0.0675
O (-1.397, -3.386, -1.496)  -0.2227
C (-2.333, -2.482, -2.032)  -0.2023
C (-3.005, -2.681, -3.217)  -0.0538
C (-3.859, -1.699, -3.716)  -0.1245
C (-4.016, -0.512, -3.021)  -0.1140
C (-3.355, -0.304, -1.828)  -0.0339
C (-2.505, -1.284, -1.275)  -0.2356
N (-1.842, -1.174, -0.097)  -0.1519
N (-1.580, 0.173, 0.277)  -0.0020
C (-0.870, 0.543, 1.492)  -0.2142
C (-0.171, -0.383, 2.475)  -0.3614
O (-0.057, -1.675, 2.252)  -0.2895
C (0.474, 0.228, 3.534)  -0.0775
C (0.347, 1.580, 3.844)  -0.1319
C (-0.610, 2.367, 3.190)  -0.2221
C (-0.941, 3.671, 3.618)  -0.0804
C (-1.994, 4.357, 3.067)  -0.1415
C (-2.785, 3.760, 2.087)  -0.1404
C (-2.446, 2.497, 1.619)  -0.0804
C (-1.342, 1.821, 2.102)  -0.1020
H (-2.108, -5.154, -2.329)  0.1050
H (-0.440, -5.158, -1.705)  0.0764
H (-0.805, -4.343, -3.245)  0.1048
H (-2.869, -3.586, -3.790)  0.0963
H (-4.387, -1.874, -4.642)  0.0868
H (-4.662, 0.262, -3.417)  0.0969
H (-3.497, 0.615, -1.280)  0.0958
H (1.081, -0.405, 4.171)  0.0989
H (0.904, 1.998, 4.670)  0.0740
H (-0.355, 4.110, 4.417)  0.0982
H (-2.235, 5.356, 3.410)  0.0836
H (-3.645, 4.278, 1.685)  0.0738
H (-3.056, 2.017, 0.867)  0.0973
C (3.878, -3.803, 0.179)  -0.0062
C (2.577, -3.491, -0.554)  -0.4898
C (2.762, -3.447, -2.071)  -0.0037
O (2.071, -2.200, -0.117)  -0.1196
C (1.559, -4.666, -0.217)  -0.6528
O (1.779, -5.732, -0.781)  0.0424
O (0.649, -4.405, 0.604)  -0.1385
H (4.663, -3.095, -0.095)  0.0935
H (4.199, -4.809, -0.076)  0.0985
H (3.709, -3.759, 1.257)  0.1021
H (3.615, -2.829, -2.351)  0.0877
H (1.861, -3.041, -2.535)  0.0901
H (2.912, -4.465, -2.424)  0.0890
H (2.668, -1.885, 0.584)  0.1214
C (1.068, 1.172, -1.885)  -0.0322
C (0.247, 1.760, -0.724)  -0.4247
C (-0.964, 2.475, -1.321)  -0.0283
C (-0.202, 0.571, 0.125)  -0.1698
C (1.114, 2.639, 0.163)  -0.1511
C (0.755, 3.930, 0.522)  -0.0274
C (1.517, 4.656, 1.420)  -0.0873
C (2.664, 4.113, 1.963)  -0.1013
C (3.053, 2.838, 1.592)  -0.0889
C (2.284, 2.112, 0.703)  -0.0330
H (0.435, 0.485, -2.446)  0.0878
H (1.927, 0.614, -1.517)  0.0644
H (1.426, 1.954, -2.554)  0.0869
H (-1.589, 1.742, -1.828)  0.0690
H (-0.644, 3.223, -2.044)  0.0880
H (-1.554, 2.942, -0.543)  0.0582
H (0.494, -0.298, 0.017)  0.0991
H (-0.141, 4.380, 0.131)  0.1054
H (1.197, 5.646, 1.710)  0.1003
H (3.252, 4.676, 2.673)  0.0926
H (3.949, 2.398, 2.009)  0.0960
H (2.592, 1.108, 0.448)  0.1012

Summary:
Calculated total energy ... -69968.39670 eV
Net charge ... -1
Multiplicity ... 6
Orbital gap (alpha / beta) ... 3.83 / 3.86 eV
HOMO energy (alpha / beta) ... -1.553 / -1.572 eV

=====

# 3
Density functional theory data (ωB97M-V/def2-TZVPD) for a 2-piece molecular cluster, C31H32F6N3O3 overall in a non-equilibrium geometry.

Last column: Löwdin charge in e.
Cartesian coordinates (Å):
O (-1.442, 1.656, 4.626)  0.0539
C (-1.526, 0.533, 5.128)  -0.4932
N (-2.728, 0.001, 5.541)  0.0645
C (-3.994, 0.576, 5.102)  -0.1352
C (-4.406, 0.065, 3.717)  -0.3562
C (-4.980, -1.387, 3.763)  -0.1141
C (-6.301, -1.336, 2.963)  -0.1421
C (-6.620, 0.168, 2.799)  -0.2162
N (-5.394, 0.843, 3.081)  -0.0298
N (-0.453, -0.345, 5.328)  0.1310
C (0.857, -0.101, 4.923)  -0.1865
C (1.756, -1.179, 4.795)  0.0601
C (3.060, -0.952, 4.366)  -0.1073
C (4.012, -2.105, 4.167)  -0.5085
F (5.297, -1.768, 4.507)  0.1224
F (3.664, -3.195, 4.914)  0.1199
F (4.035, -2.499, 2.850)  0.1175
C (3.522, 0.327, 4.075)  0.0511
C (2.634, 1.390, 4.236)  -0.0942
C (3.144, 2.776, 3.952)  -0.5094
F (2.200, 3.740, 4.148)  0.1234
F (4.214, 3.087, 4.754)  0.1256
F (3.570, 2.879, 2.651)  0.1140
C (1.318, 1.194, 4.636)  0.0713
H (-2.735, -0.883, 6.046)  0.1434
H (-4.767, 0.249, 5.806)  0.1272
H (-3.940, 1.672, 5.136)  0.1260
H (-3.510, 0.078, 3.077)  0.1303
H (-4.256, -2.086, 3.332)  0.1088
H (-5.197, -1.659, 4.809)  0.1109
H (-6.147, -1.780, 1.970)  0.0969
H (-7.125, -1.859, 3.467)  0.1132
H (-6.932, 0.409, 1.777)  0.0538
H (-7.425, 0.498, 3.474)  0.1210
H (-5.403, 1.845, 3.223)  0.1371
H (-0.724, -1.294, 5.561)  0.1456
H (1.421, -2.189, 5.020)  0.1277
H (4.546, 0.479, 3.758)  0.1412
H (0.645, 2.039, 4.702)  0.1123
C (-9.620, 5.240, -1.052)  -0.0409
O (-9.722, 3.814, -0.826)  -0.0623
C (-8.584, 3.073, -0.799)  -0.2334
C (-8.715, 1.684, -0.532)  0.0262
C (-7.598, 0.903, -0.330)  -0.0317
C (-6.275, 1.435, -0.383)  -0.2146
C (-5.088, 0.679, -0.053)  0.0491
C (-3.890, 0.967, -0.704)  -0.0721
C (-2.722, 0.210, -0.661)  0.0509
C (-1.459, 0.722, -1.097)  -0.2079
C (-0.311, -0.115, -1.204)  0.0010
C (0.929, 0.389, -1.521)  0.0263
C (1.109, 1.774, -1.774)  -0.2205
O (2.377, 2.199, -2.006)  -0.0532
C (2.621, 3.601, -2.267)  -0.0345
C (-0.031, 2.618, -1.751)  0.0154
C (-1.263, 2.099, -1.401)  0.0062
C (-6.174, 2.814, -0.724)  -0.0053
C (-7.283, 3.604, -0.977)  0.0054
H (-10.655, 5.579, -0.981)  0.1000
H (-9.000, 5.722, -0.282)  0.1009
H (-9.213, 5.449, -2.053)  0.1013
H (-9.720, 1.281, -0.438)  0.1308
H (-7.726, -0.160, -0.120)  0.1270
H (-5.156, -0.192, 0.597)  0.1133
H (-3.878, 1.848, -1.362)  0.1074
H (-2.765, -0.835, -0.333)  0.1388
H (-0.430, -1.178, -1.027)  0.1233
H (1.807, -0.247, -1.577)  0.1310
H (3.701, 3.641, -2.425)  0.1018
H (2.087, 3.933, -3.169)  0.1015
H (2.332, 4.217, -1.403)  0.1040
H (0.049, 3.679, -1.996)  0.1171
H (-2.109, 2.780, -1.346)  0.1130
H (-5.196, 3.277, -0.755)  0.1121
H (-7.128, 4.651, -1.255)  0.1157

Summary:
Calculated total energy ... -59577.87149 eV
Net charge ... +1
Multiplicity ... 1
Orbital gap ... 5.58 eV
HOMO energy ... -10.669 eV

=====

> Which value of net charge does entry 2 give?

-1

=====

> What is the multiplicity in the first record?

4

=====

> Which of these has the highest net charge?

C31H32F6N3O3